No. 1
2 unconnected molecules or ions with the total composition C20H25N5O5S at a distorted geometry, computed with wB97M-V/def2-TZVPD.

XYZ file:
```
56
Properties=species:S:1:pos:R:3:forces:R:3
C 0.997 2.535 1.590 -0.202 -0.282 -0.090
N -0.411 2.391 1.956 1.209 0.358 -0.380
C -0.954 1.779 3.015 -0.773 -0.098 0.579
O -2.167 1.848 3.157 -0.390 -0.353 0.568
C -0.101 1.006 4.041 0.424 0.016 -0.001
C -0.271 -0.514 3.886 0.042 -0.269 -0.424
C 0.086 -1.008 2.522 0.826 0.233 -0.133
C -0.752 -1.574 1.622 0.522 0.258 -0.215
N -0.067 -1.802 0.441 -0.844 -0.553 -1.112
C 1.234 -1.367 0.518 -0.301 0.219 1.283
C 2.277 -1.313 -0.416 0.466 0.183 0.103
C 3.512 -0.771 -0.028 -1.139 -0.294 0.356
C 3.693 -0.310 1.289 -0.993 -0.274 0.444
C 2.642 -0.383 2.223 0.250 -0.084 -0.519
C 1.379 -0.897 1.854 0.770 0.418 -0.224
N -0.437 1.394 5.414 -1.075 0.173 -1.331
C 0.453 1.539 6.394 1.465 0.193 0.770
C -0.087 1.968 7.738 -0.036 -0.003 -0.137
O 1.654 1.358 6.244 -0.060 -0.125 -0.279
H 1.335 1.655 1.040 0.177 0.070 0.075
H 1.116 3.404 0.941 -0.116 0.006 0.126
H 1.622 2.682 2.471 -0.038 -0.041 -0.088
H -1.089 2.823 1.347 -0.084 -0.086 0.126
H 0.946 1.239 3.864 0.082 0.058 0.294
H 0.369 -1.019 4.611 -0.006 0.228 0.268
H -1.305 -0.784 4.105 -0.040 0.061 0.054
H -1.803 -1.769 1.791 0.136 -0.167 -0.454
H -0.477 -2.169 -0.414 0.184 0.188 0.332
H 2.125 -1.681 -1.419 -0.027 -0.029 -0.075
H 4.327 -0.718 -0.738 -0.029 -0.014 -0.042
H 4.651 0.095 1.587 -0.014 0.008 0.062
H 2.796 -0.031 3.233 0.110 0.074 0.121
H -1.408 1.581 5.609 -0.047 -0.021 -0.160
H -0.671 2.879 7.619 -0.165 0.016 0.137
H 0.750 2.157 8.410 -0.100 -0.069 -0.129
H -0.711 1.174 8.143 -0.143 0.049 0.133
N 0.531 0.468 -7.443 -0.355 0.322 -0.165
C -0.439 0.098 -6.517 0.678 0.196 -0.187
C -0.222 -0.995 -5.674 -0.416 -0.293 0.444
C -1.187 -1.375 -4.727 -0.199 0.193 -0.137
S -0.860 -2.803 -3.655 1.329 -1.954 0.918
N -2.353 -3.362 -3.211 -0.378 1.233 -0.322
O -0.186 -2.474 -2.399 -0.743 0.586 -1.277
O -0.259 -3.933 -4.360 -0.043 1.815 -0.442
C -2.379 -0.643 -4.629 0.032 -0.264 0.229
C -2.606 0.444 -5.481 0.826 -0.660 0.073
C -1.643 0.820 -6.422 -1.108 -0.059 0.679
O -1.879 1.898 -7.237 0.441 -0.299 -0.038
H 1.491 0.164 -7.293 -0.604 0.319 -0.078
H 0.372 1.357 -7.920 0.358 -0.589 0.345
H 0.704 -1.557 -5.762 -0.122 0.054 -0.018
H -2.163 -4.088 -2.534 -0.040 -0.175 0.204
H -2.747 -3.761 -4.051 -0.342 -0.301 -0.048
H -3.134 -0.912 -3.892 0.208 0.020 -0.171
H -3.535 0.997 -5.398 0.065 0.006 -0.031
H -2.762 2.259 -7.058 0.375 -0.199 -0.016
```
Positions in Å, forces in eV/Å.

Output
LUMO energy, eV: 0.23
SMILES string: CNC(=O)[C@H](Cc1c[nH]c2ccccc12)NC(C)=O.Nc1cc(S(N)(=O)=O)ccc1O
Total charge: 0
E_HOMO, hartree: -0.2777
2S+1: 1
ΔE to the lowest compared entry with this formula, charge and spin, eV: 1.301



No. 2
A single C20H25N5O5S molecule at a distorted geometry, computed with wB97M-V/def2-TZVPD.

XYZ file:
```
56
Properties=species:S:1:pos:R:3:forces:R:3
C 3.056 -0.168 4.191 -0.259 -0.099 -0.384
C 1.910 -0.452 3.234 -0.092 0.066 0.408
O 2.467 -0.600 1.936 0.186 0.009 -0.055
C 1.652 -0.894 0.895 -0.072 -0.096 -0.492
C 2.263 -0.989 -0.354 0.027 0.035 0.350
C 1.525 -1.276 -1.484 -0.214 -0.025 -0.093
C 0.155 -1.469 -1.400 -0.073 -0.031 0.232
O -0.688 -1.715 -2.463 -0.061 0.111 0.443
C -0.132 -2.100 -3.706 0.109 -0.274 -0.351
C 0.442 -3.512 -3.682 -0.151 0.349 0.154
C -0.467 -1.366 -0.145 0.199 -0.093 -0.211
N -1.865 -1.482 -0.135 0.124 -0.312 -0.474
C -2.715 -1.366 0.911 -0.316 -0.320 -0.106
O -2.388 -1.364 2.081 0.058 -0.039 0.221
C -4.159 -1.153 0.488 -0.008 0.383 0.058
S -4.540 0.635 0.745 -0.053 -0.084 -0.012
C -2.959 1.261 0.328 -0.331 0.138 0.133
N -2.465 1.278 -0.899 0.089 0.161 -0.543
C -1.189 1.682 -0.743 -0.197 0.164 1.382
C -0.911 1.925 0.595 -0.065 0.040 -0.799
C 0.404 2.264 1.047 -0.345 -0.039 -0.174
O 0.752 2.478 2.193 0.126 0.024 0.221
N 1.312 2.304 -0.009 0.175 0.131 0.246
C 2.693 2.563 0.372 0.301 0.104 0.037
C 1.061 2.086 -1.357 -0.225 -0.075 -0.288
O 1.939 2.141 -2.191 0.280 0.032 -0.210
N -0.244 1.812 -1.710 0.161 0.003 -0.090
C -0.597 1.602 -3.097 -0.006 -0.026 -0.278
N -2.074 1.653 1.269 0.158 -0.064 -0.592
C -2.272 1.704 2.691 -0.118 -0.082 0.801
C 0.277 -1.088 0.992 0.207 0.024 0.330
H 3.782 -0.977 4.156 0.078 -0.068 0.048
H 2.673 -0.073 5.202 -0.020 0.019 0.125
H 3.550 0.758 3.911 0.063 0.109 0.012
H 1.201 0.384 3.240 0.022 -0.148 -0.044
H 1.387 -1.372 3.524 0.019 0.067 -0.074
H 3.327 -0.833 -0.425 0.153 0.022 -0.009
H 2.035 -1.328 -2.432 0.021 -0.016 -0.133
H -0.976 -2.051 -4.401 0.171 0.055 0.038
H 0.624 -1.376 -4.032 -0.108 0.008 0.024
H 1.262 -3.582 -2.971 0.083 -0.065 0.012
H 0.809 -3.773 -4.671 0.064 -0.052 -0.108
H -0.328 -4.222 -3.392 -0.052 -0.071 0.004
H -2.248 -1.512 -1.071 -0.114 0.093 0.225
H -4.348 -1.401 -0.554 0.022 -0.072 0.038
H -4.841 -1.685 1.148 0.100 -0.076 -0.030
H 3.277 2.697 -0.533 -0.065 -0.010 0.098
H 3.075 1.720 0.947 0.019 0.032 0.012
H 2.728 3.458 0.992 0.035 -0.063 -0.023
H -1.121 0.653 -3.195 0.009 0.006 -0.035
H 0.322 1.601 -3.678 -0.112 -0.010 0.042
H -1.252 2.405 -3.436 0.008 -0.019 -0.048
H -2.444 0.694 3.072 0.010 0.127 -0.038
H -1.373 2.119 3.143 -0.079 0.008 -0.047
H -3.135 2.326 2.928 0.086 -0.007 -0.006
H -0.233 -1.021 1.937 -0.028 0.012 0.053
```
Positions in Å, forces in eV/Å.

Output
LUMO energy, eV: 0.44
SMILES string: CCOc1ccc(OCC)c(NC(=O)CSc2nc3c(c(=O)n(C)c(=O)n3C)n2C)c1
Total charge: 0
E_HOMO, hartree: -0.2898
2S+1: 1
ΔE to the lowest compared entry with this formula, charge and spin, eV: 0.000



No. 3
A molecular structure, C20H25N7O5PRuS3Te, computed with wB97M-V/def2-TZVPD.

XYZ file:
```
63
Properties=species:S:1:pos:R:3:forces:R:3
Ru 1.067 -1.603 -0.324 -0.498 0.201 0.165
N 3.817 -3.396 2.882 0.022 -0.070 0.005
C 2.952 -3.117 1.886 -0.037 0.153 -0.112
S 2.894 -1.468 1.348 0.019 0.015 0.101
N 2.237 -4.119 1.439 0.019 -0.237 0.218
N 1.376 -3.779 0.465 -0.019 0.055 -0.133
C 0.528 -4.653 0.082 0.122 -0.026 0.033
C -0.366 -4.308 -1.020 0.017 0.080 -0.149
C -1.487 -5.059 -1.337 0.036 -0.027 0.013
C -2.288 -4.648 -2.390 -0.020 -0.033 0.001
C -1.939 -3.515 -3.104 0.047 0.051 -0.025
C -0.805 -2.815 -2.724 -0.012 -0.044 -0.046
N -0.040 -3.201 -1.708 -0.068 -0.022 0.010
H 4.483 -2.705 3.173 -0.022 0.010 0.010
H 3.930 -4.355 3.162 0.006 0.007 -0.003
H 0.476 -5.626 0.562 -0.008 0.005 0.011
H -1.731 -5.935 -0.751 0.004 -0.004 0.002
H -3.178 -5.206 -2.646 -0.001 -0.005 0.004
H -2.536 -3.163 -3.933 -0.004 0.002 0.002
H -0.506 -1.900 -3.222 0.000 -0.007 0.007
N -2.225 3.694 4.297 -0.003 -0.017 0.034
C -2.089 2.488 3.620 -0.010 -0.043 -0.048
C -3.215 1.794 3.171 0.024 0.027 0.013
C -3.074 0.618 2.459 -0.072 0.040 -0.042
C -1.809 0.127 2.178 0.011 -0.223 -0.066
C -0.679 0.798 2.629 0.069 0.050 -0.013
C -0.819 1.973 3.339 -0.023 0.003 0.011
S -1.616 -1.384 1.285 0.083 0.147 0.137
O -2.893 -2.049 1.292 0.005 0.018 -0.056
O -0.454 -2.064 1.830 -0.121 -0.107 0.103
N -1.119 -1.037 -0.206 0.213 0.003 0.394
C -1.870 -0.293 -1.062 0.074 0.081 -0.282
S -3.603 -0.119 -0.958 -0.116 0.013 -0.072
C -3.573 0.831 -2.398 0.097 -0.013 0.055
C -2.299 0.927 -2.847 -0.155 0.038 -0.075
N -1.338 0.303 -2.100 -0.019 -0.113 0.136
H -3.109 3.831 4.759 0.010 0.010 -0.012
H -1.444 3.950 4.879 -0.007 0.009 -0.014
H -4.204 2.180 3.385 -0.002 0.006 0.010
H -3.946 0.072 2.124 0.007 -0.016 0.017
H 0.305 0.403 2.422 0.016 -0.013 -0.005
H 0.063 2.498 3.687 -0.002 0.005 0.006
H -4.467 1.256 -2.820 -0.013 0.007 0.013
H -2.006 1.454 -3.744 0.026 0.008 -0.002
C 5.433 2.826 -0.433 0.005 -0.011 -0.029
C 4.218 2.509 -1.270 0.007 0.006 -0.010
O 3.219 1.945 -0.401 -0.017 0.061 -0.005
P 1.884 1.314 -0.983 -0.170 -0.201 -0.025
O 1.080 0.761 0.149 0.157 0.102 0.112
Te 2.348 -0.491 -2.475 0.275 -0.031 -0.477
O 1.158 2.478 -1.775 0.099 0.040 0.016
C 0.114 3.242 -1.116 -0.027 -0.065 0.024
C -0.451 4.204 -2.127 -0.002 -0.001 0.006
H 6.207 3.271 -1.060 0.006 -0.001 -0.001
H 5.830 1.916 0.017 -0.002 0.003 0.014
H 5.182 3.529 0.360 -0.006 -0.001 0.005
H 4.455 1.779 -2.050 0.010 0.015 -0.002
H 3.809 3.404 -1.744 -0.010 -0.005 0.003
H 0.550 3.763 -0.260 -0.019 0.010 0.004
H -0.637 2.538 -0.757 0.000 0.041 0.015
H 0.315 4.892 -2.484 -0.001 0.003 -0.007
H -1.256 4.783 -1.672 -0.001 0.007 0.007
H -0.858 3.659 -2.978 0.000 0.000 -0.009
```
Positions in Å, forces in eV/Å.

Output
LUMO energy (spin up / spin down), eV: -0.20 / -1.24
Expectation value of S²: 8.764
Total charge: 0
E_HOMO (spin up / spin down), hartree: -0.2729 / -0.2824
2S+1: 6



No. 4
A molecular structure, C20H26ClNO2RhSiTe4, computed with wB97M-V/def2-TZVPD.

XYZ file:
```
56
Properties=species:S:1:pos:R:3:forces:R:3
Rh -0.530 -0.596 -0.292 -0.243 -0.389 -0.065
Te -2.108 0.093 -2.344 0.226 -0.132 0.001
Te -4.693 -0.690 -2.155 -0.031 0.141 0.076
Te -4.679 -2.050 0.189 -0.035 0.078 0.025
Te -2.339 -1.556 1.324 0.165 0.005 -0.015
C 0.962 -0.161 -1.745 -0.062 0.064 -0.030
Si 2.587 0.438 -1.135 0.054 0.042 -0.037
C 2.229 1.606 0.310 0.065 -0.050 0.054
N 1.250 1.054 1.258 -0.007 0.041 -0.011
C 1.877 0.216 2.302 -0.012 -0.052 0.003
C 1.976 0.904 3.670 0.031 0.015 -0.028
C 2.326 2.380 3.521 -0.019 0.004 0.005
C 1.242 3.101 2.698 -0.003 -0.017 0.014
C 0.433 2.101 1.860 -0.023 0.024 0.041
C 3.875 -0.864 -0.661 -0.075 -0.052 0.119
C 3.816 -2.171 -1.148 0.054 0.014 -0.053
C 4.732 -3.136 -0.749 0.000 0.011 -0.010
C 5.739 -2.809 0.147 -0.004 0.001 -0.004
C 5.839 -1.508 0.620 0.002 0.002 -0.003
C 4.918 -0.551 0.216 0.028 0.006 -0.051
C 3.469 1.514 -2.428 -0.031 0.015 -0.028
C 4.738 1.222 -2.932 0.000 0.025 0.019
C 5.323 2.004 -3.922 -0.001 0.004 0.004
C 4.646 3.101 -4.433 0.005 -0.007 0.001
C 3.383 3.413 -3.947 0.000 0.002 0.006
C 2.808 2.627 -2.960 0.012 0.013 0.010
H 1.037 -0.969 -2.479 0.059 -0.058 0.076
H 0.599 0.707 -2.320 0.028 -0.038 -0.078
H 1.797 2.502 -0.149 -0.030 -0.033 -0.034
H 3.151 1.943 0.810 -0.019 0.067 -0.013
H 2.878 -0.054 1.961 -0.005 -0.008 -0.001
H 1.322 -0.715 2.405 0.011 0.041 0.008
H 2.724 0.380 4.270 -0.010 0.004 0.015
H 1.027 0.811 4.206 0.001 -0.012 0.000
H 3.296 2.466 3.022 -0.002 -0.001 -0.008
H 2.440 2.849 4.501 0.018 0.005 -0.003
H 1.700 3.849 2.047 -0.005 0.008 0.005
H 0.554 3.640 3.356 0.000 0.001 -0.002
H -0.106 2.617 1.066 0.015 0.000 -0.020
H -0.323 1.614 2.481 0.000 -0.002 -0.004
H 3.031 -2.444 -1.844 -0.036 -0.015 0.046
H 4.646 -4.148 -1.124 0.008 0.002 -0.010
H 6.439 -3.565 0.480 0.011 0.004 -0.015
H 6.628 -1.241 1.314 0.003 0.000 -0.005
H 5.019 0.463 0.590 -0.035 -0.012 0.044
H 5.281 0.367 -2.547 -0.004 -0.004 -0.007
H 6.308 1.753 -4.296 -0.001 -0.003 -0.003
H 5.096 3.708 -5.209 0.005 0.005 0.006
H 2.844 4.266 -4.343 0.000 -0.001 0.000
H 1.814 2.881 -2.603 -0.008 -0.009 -0.016
Cl 0.562 -3.002 1.893 -0.075 -0.101 -0.009
C 0.652 -2.209 0.223 0.261 0.177 -0.088
H 0.437 -3.033 -0.455 -0.027 0.003 0.005
H 1.709 -1.978 0.161 -0.017 -0.037 0.008
O -2.549 1.829 0.743 -0.167 0.151 0.001
O -2.667 2.726 1.530 -0.075 0.057 0.057
```
Positions in Å, forces in eV/Å.

Output
LUMO energy (spin up / spin down), eV: 2.24 / 1.10
Expectation value of S²: 6.025
Total charge: -1
E_HOMO (spin up / spin down), hartree: -0.1339 / -0.1463
2S+1: 5
ΔE to the lowest compared entry with this formula, charge and spin, eV: 0.000